Here is C41H32Cl4N4O6V as an isolated structure in a non-equilibrium geometry from OMol25. Energies are from ωB97M-V/def2-TZVPD.

Geometry as XYZ:
```
88
Properties=species:S:1:pos:R:3:forces:R:3
V 0.1185 0.2280 -0.0856 1.32 2.07 0.45
Cl 1.6920 -2.1499 -6.1790 -0.02 -0.03 0.08
C 1.2436 -2.4290 -4.5196 0.00 0.04 -0.01
C 1.3350 -3.6892 -3.9512 -0.03 0.02 -0.06
Cl 1.9000 -5.0242 -4.9197 -0.01 0.01 0.03
C 0.9683 -3.8955 -2.6262 0.05 0.00 0.10
Cl 1.0591 -5.4856 -1.9169 0.01 0.02 -0.04
C 0.5105 -2.8506 -1.7612 -0.11 -0.03 -0.17
O 0.1609 -3.0329 -0.5748 0.51 0.17 0.02
C 0.4304 -1.5443 -2.3943 -0.11 -0.05 0.37
O -0.0310 -0.5048 -1.6862 -0.17 -0.91 -1.85
C 0.7776 -1.3709 -3.7165 0.12 0.05 -0.18
Cl 0.6442 0.2293 -4.3911 -0.04 -0.05 0.03
C -3.2998 2.5383 0.9165 0.11 0.11 -0.02
C -2.7321 3.8519 0.9594 -0.14 0.03 0.04
C -1.4617 4.0336 0.5142 -0.10 -0.12 -0.08
C -0.7145 2.9334 0.0213 -0.02 0.08 -0.11
N -1.2444 1.6459 0.0599 0.66 -0.11 0.23
C -2.5378 1.5052 0.4811 -0.08 -0.06 0.01
C 0.5691 3.0124 -0.5345 -0.06 0.03 -0.09
C 1.2717 4.2049 -0.8575 0.05 -0.02 0.07
C 2.4538 4.1393 -1.5269 0.03 0.01 -0.02
C 2.9704 2.8687 -1.9095 -0.05 0.04 0.01
C 2.2820 1.7522 -1.5425 0.01 -0.05 -0.03
N 1.1225 1.7874 -0.8447 -0.21 0.45 -0.02
H -4.3175 2.3539 1.2341 0.00 0.01 -0.01
H -3.3052 4.6886 1.3419 -0.01 -0.02 0.00
H -1.0063 5.0157 0.5388 0.01 -0.01 -0.02
H -2.9320 0.4970 0.4333 0.07 -0.04 0.02
H 0.8452 5.1634 -0.5907 0.00 -0.01 0.02
H 2.9871 5.0477 -1.7836 -0.01 -0.01 -0.01
H 3.8792 2.7790 -2.4888 0.01 -0.01 0.02
H 2.6393 0.7608 -1.7946 -0.02 -0.01 0.02
C -2.2467 -4.2835 -0.1460 -0.08 -0.14 0.17
C -2.3879 -2.8405 0.2588 0.12 -0.13 -0.09
O -2.6748 -1.9888 -0.5580 -0.24 0.13 0.03
C -2.1821 -2.4852 1.7010 -0.17 -0.28 -0.04
C -2.7842 -3.2309 2.7093 -0.11 0.04 -0.06
C -2.7501 -2.8316 4.0374 0.01 0.09 0.01
C -2.0937 -1.6440 4.3596 -0.02 -0.01 -0.01
C -1.4496 -0.9055 3.3873 -0.02 0.02 0.07
C -1.4390 -1.3373 2.0472 0.15 0.03 -0.12
O -0.7232 -0.7318 1.1614 -0.95 -0.98 1.37
H -1.1708 -4.4885 -0.1656 -0.18 0.01 0.01
H -2.6541 -4.4243 -1.1452 -0.01 0.01 -0.03
H -2.7190 -4.9641 0.5616 -0.11 -0.04 0.03
H -3.3362 -4.1252 2.4431 0.02 -0.02 -0.01
H -3.2491 -3.4151 4.8008 0.01 -0.01 0.01
H -2.0823 -1.2967 5.3872 0.01 0.01 0.00
H -0.9289 0.0180 3.6106 0.04 -0.03 0.05
C 6.8061 -1.4562 4.6361 -0.01 0.01 -0.03
C 5.6140 -1.0683 3.7977 0.00 0.00 0.02
C 4.4025 -1.7345 3.9254 -0.01 0.01 0.01
C 3.2855 -1.3671 3.1798 -0.03 -0.05 -0.01
C 1.9867 -2.1180 3.2928 0.05 -0.01 -0.05
C 3.3944 -0.2974 2.2934 0.11 -0.14 -0.14
C 4.6049 0.3732 2.1292 -0.03 0.14 0.07
C 4.7119 1.4960 1.1326 0.01 -0.03 0.01
C 5.7000 -0.0190 2.8900 0.01 0.01 0.02
C 2.2086 0.0531 1.4312 0.07 0.09 0.09
O 1.4031 0.9382 1.7986 -0.17 -0.21 -0.25
O 2.0675 -0.5920 0.3564 -0.18 -0.20 0.08
H 6.6385 -2.4104 5.1372 0.00 0.00 0.00
H 7.0072 -0.7062 5.4058 0.00 -0.01 0.00
H 7.7077 -1.5463 4.0263 0.00 -0.01 0.00
H 4.3229 -2.5724 4.6120 0.00 0.01 0.01
H 2.0462 -2.8995 4.0515 0.01 0.01 -0.01
H 1.7225 -2.5734 2.3341 -0.02 0.02 0.01
H 1.1708 -1.4432 3.5524 -0.03 0.00 0.00
H 4.6604 1.1102 0.1129 0.00 0.01 -0.01
H 5.6520 2.0377 1.2496 0.00 0.00 0.00
H 3.8839 2.1986 1.2396 0.00 0.00 0.00
H 6.6444 0.5045 2.7662 -0.01 0.01 0.00
N -3.9613 0.1123 -3.5147 0.05 -0.21 -0.04
C -2.8044 0.4203 -2.8376 -0.24 0.19 0.12
N -2.6884 1.6924 -2.6030 0.07 0.21 -0.16
C -3.8188 2.2720 -3.1487 0.01 -0.11 0.09
C -4.2244 3.6030 -3.1509 -0.01 0.06 -0.02
C -5.4325 3.9163 -3.7497 -0.01 -0.03 -0.03
C -6.2334 2.9258 -4.3405 0.04 0.02 0.01
C -5.8508 1.5948 -4.3380 -0.01 0.01 0.00
C -4.6391 1.2895 -3.7285 0.02 -0.06 -0.01
H -4.2524 -0.8146 -3.7671 0.01 0.01 0.04
H -2.1187 -0.3402 -2.4948 0.08 -0.01 -0.04
H -3.6025 4.3547 -2.6812 -0.01 0.00 0.00
H -5.7751 4.9440 -3.7610 0.01 0.01 0.00
H -7.1701 3.2072 -4.8065 -0.01 0.01 0.02
H -6.4762 0.8305 -4.7837 0.01 0.00 0.00
```
Positions in Å, forces in eV/Å.

Results
Charge   -2
Max |F|   2.49 eV/Å
⟨S²⟩   0.78
Kohn-Sham gap (spin up / spin down)   4.38 / 4.39 eV
ΔE to the lowest compared entry with this formula, charge and spin   3.1 kcal per mole
Multiplicity   2

Here is C36H37NP2Pb as an isolated structure in a non-equilibrium geometry from OMol25. Energies are from ωB97M-V/def2-TZVPD.

Geometry as XYZ:
```
77
Properties=species:S:1:pos:R:3:forces:R:3
Pb 0.2441 -0.0820 -0.0223 1.61 -4.48 1.76
C 2.0249 3.5457 -6.7255 -0.49 1.49 2.06
C 1.3461 4.3464 -5.8404 1.57 -1.08 -1.54
C 0.0085 4.9820 -6.0206 -0.47 0.14 0.42
C -0.9186 4.3703 -7.0840 -0.47 1.07 -0.09
C -1.2315 2.9380 -6.8378 0.53 -2.27 -0.42
C -0.5151 1.8367 -7.2214 -1.57 1.48 0.38
C 0.7470 1.7892 -8.0140 0.57 -0.39 0.00
C 1.5904 3.0742 -8.0651 0.32 -0.36 -1.03
C -1.0510 -2.0080 0.8334 -2.30 2.16 0.27
H 3.0316 3.2125 -6.4314 -0.51 0.13 0.07
H 1.8644 4.6267 -4.9177 -0.07 -0.20 -0.22
H 0.1141 6.0638 -6.2207 0.08 -0.32 0.07
H -0.5005 4.9190 -5.0371 0.05 0.08 -0.37
H -1.8829 4.9236 -7.0124 0.60 -0.24 -0.16
H -0.5266 4.5742 -8.0924 -0.27 -0.17 0.46
H -2.1779 2.7661 -6.3004 0.50 -0.07 -0.16
H -0.9389 0.8502 -6.9997 0.07 0.36 0.07
H 0.5460 1.4558 -9.0486 -0.07 0.09 0.33
H 1.3660 0.9848 -7.5685 -0.14 0.29 -0.21
H 2.5162 2.8178 -8.6272 -0.59 0.21 0.18
H 1.0746 3.8428 -8.6594 0.32 -0.29 0.29
H -0.3239 -2.8004 0.8183 0.04 -0.36 -0.12
H -1.9065 -1.9730 0.1714 -0.14 -1.13 -0.87
H -1.5387 -1.8069 1.8197 0.95 -0.45 -0.92
P 1.1267 2.1815 -1.1841 -1.04 -2.12 2.44
P -1.4818 -0.0165 -2.1223 1.04 -0.59 2.84
C 0.0507 2.3025 -2.5419 -1.90 -0.43 -2.07
C -0.9896 1.4677 -2.9182 1.33 2.16 -0.98
C 0.9858 3.5040 -0.0272 0.63 0.64 -0.97
C 0.8745 4.7185 -0.7134 -0.06 0.18 0.85
C 0.8557 5.8777 0.0423 -0.24 0.23 -0.34
C 0.9450 5.8004 1.4325 0.02 -0.19 -0.21
C 1.0544 4.5725 2.0969 -0.04 -0.05 -0.01
C 1.0729 3.3816 1.3797 0.04 -0.04 -0.89
C 2.7670 1.6377 -1.5714 -0.48 0.78 -0.35
C 3.0709 0.3908 -2.1517 -0.19 0.37 0.17
C 4.4026 0.1864 -2.5121 0.03 0.12 0.12
C 5.3563 1.1875 -2.2914 -0.16 0.04 0.03
C 5.0139 2.4122 -1.7118 -0.02 0.16 0.26
C 3.7021 2.6517 -1.3421 0.27 -0.45 -0.08
C -3.2106 -0.0532 -1.6934 -0.11 0.23 -1.12
C -3.7568 0.7740 -0.6884 0.22 -0.47 -0.50
C -5.1353 0.7057 -0.5044 0.13 -0.06 -0.08
C -5.9112 -0.1528 -1.2952 0.18 -0.06 -0.15
C -5.3406 -0.9579 -2.2832 0.06 -0.20 -0.03
C -3.9720 -0.9133 -2.4955 -0.07 0.31 0.46
C -0.9756 -1.4282 -3.1236 -0.58 0.63 -0.07
C -0.6354 -2.6714 -2.5592 -0.09 0.38 -0.04
C -0.3315 -3.7075 -3.4405 0.04 -0.03 0.15
C -0.3661 -3.4929 -4.8189 -0.13 0.43 -0.05
C -0.7086 -2.2437 -5.3546 0.09 0.01 -0.01
C -1.0177 -1.1963 -4.5018 0.12 -0.26 0.11
H 0.3494 3.1695 -3.1401 -0.87 -0.25 -0.64
H -1.5727 1.6633 -3.8294 0.51 0.67 0.16
H 0.8149 4.7071 -1.8174 0.11 0.36 0.83
H 0.7715 6.8180 -0.4998 0.04 0.05 0.46
H 0.9293 6.7174 1.9962 0.02 0.12 0.20
H 1.1278 4.5293 3.1823 -0.05 0.14 -0.23
H 1.1612 2.3866 1.8641 -0.06 0.79 -0.34
H 2.2882 -0.3835 -2.3013 0.67 0.71 0.05
H 4.6908 -0.7606 -2.9642 0.03 0.22 0.09
H 6.3886 1.0255 -2.5707 -0.01 -0.11 -0.06
H 5.7358 3.2041 -1.5231 0.14 -0.34 -0.20
H 3.3610 3.5924 -0.8783 0.48 -0.52 -0.36
H -3.1020 1.4316 -0.0815 -0.55 -0.51 -0.44
H -5.5984 1.3240 0.2613 -0.01 -0.17 -0.16
H -6.9801 -0.2042 -1.1506 -0.07 0.08 0.12
H -5.9186 -1.6378 -2.9094 -0.18 0.28 0.33
H -3.4581 -1.5237 -3.2564 -0.57 0.34 0.43
H -0.6217 -2.8169 -1.4619 -0.07 0.14 -0.83
H -0.0683 -4.6863 -3.0284 -0.08 0.33 -0.27
H -0.1284 -4.2967 -5.4964 0.04 -0.17 -0.05
H -0.7468 -2.0540 -6.4255 0.09 -0.33 0.13
H -1.3014 -0.1943 -4.8684 0.22 -0.78 0.01
N 0.1307 -1.3142 3.3301 0.99 2.44 -2.45
C 0.3166 -0.5775 2.4075 -0.05 -0.88 3.53
```
Positions in Å, forces in eV/Å.

Results
Max |F|   5.07 eV/Å
Kohn-Sham gap (spin up / spin down)   4.81 / 4.81 eV
ΔE to the lowest compared entry with this formula, charge and spin   96.1 kcal per mole

Here is an isolated molecule of C4H10N2O in a non-equilibrium geometry from OMol25. Energies are from ωB97M-V/def2-TZVPD.

Geometry as XYZ:
```
17
Properties=species:S:1:pos:R:3:forces:R:3
C -0.1834 -0.7591 -1.3257 0.24 0.14 0.11
C 0.9473 -1.1263 0.9093 0.14 0.28 -0.31
C -0.7959 0.6419 0.7239 0.45 -0.33 -0.10
C 0.3596 -0.0990 -0.0566 -0.74 -0.88 0.80
N -1.5450 1.6572 0.0610 -0.26 0.53 -0.49
N 1.2823 0.9173 -0.5260 1.56 1.02 0.32
O 2.3770 0.9762 0.0051 -1.45 -0.44 -0.45
H -1.0681 -1.3516 -1.1050 -0.07 -0.05 0.05
H -0.4232 -0.0048 -2.0709 -0.09 0.03 -0.08
H 0.5805 -1.4135 -1.7441 -0.03 -0.06 -0.09
H 0.2032 -1.8879 1.1322 -0.06 -0.04 -0.02
H 1.2486 -0.6530 1.8395 0.08 0.02 0.10
H 1.8217 -1.6043 0.4727 0.06 -0.07 0.01
H -1.4967 -0.1440 1.0224 0.19 -0.04 0.12
H -0.3628 1.0790 1.6256 0.04 -0.13 0.06
H -0.9694 2.4573 -0.1738 -0.07 -0.08 -0.07
H -1.9755 1.3147 -0.7896 0.00 0.09 0.04
```
Positions in Å, forces in eV/Å.

Results
Max |F|   1.89 eV/Å
SMILES   CC(C)(CN)N=O
Kohn-Sham gap (spin up / spin down)   9.04 / 9.04 eV
ΔE to the lowest compared entry with this formula, charge and spin   76.9 kcal per mole

Here is an isolated ion of composition C3H4ClN2O2S2 and charge -1 in a non-equilibrium geometry from OMol25. Energies are from ωB97M-V/def2-TZVPD.

Geometry as XYZ:
```
14
Properties=species:S:1:pos:R:3:forces:R:3
C 0.2211 -0.2679 1.3132 -0.52 -0.19 0.58
C 0.9891 -0.9215 0.2906 0.82 0.81 -1.09
C -2.4452 0.2557 -0.7403 0.04 0.25 -0.01
N -1.0283 -0.0702 1.1084 0.08 0.70 0.89
N -1.4858 -0.5641 -0.0419 0.19 -1.15 -1.02
O 3.2402 -0.6852 -1.0418 0.32 -0.02 -0.71
O 3.2625 0.0834 1.6329 -2.84 0.13 -5.79
S -0.1035 -1.2569 -1.0108 -0.56 0.07 0.31
S 2.4452 -0.0160 -0.0565 2.60 -0.88 6.59
Cl 2.3016 2.0401 -0.9332 -0.08 0.04 0.13
H 0.6991 0.0508 2.2203 0.03 0.16 0.24
H -2.0471 1.2456 -0.9939 -0.02 0.00 -0.06
H -2.7306 -0.2688 -1.6516 -0.08 0.08 0.02
H -3.3183 0.3751 -0.0953 0.02 0.00 -0.07
```
Positions in Å, forces in eV/Å.

Results
Charge   -1
Max |F|   7.14 eV/Å
SMILES   Cn1ncc(=[S@](=O)([O-])Cl)s1
Kohn-Sham gap (spin up / spin down)   6.52 / 6.51 eV
ΔE to the lowest compared entry with this formula, charge and spin   56.5 kcal per mole

Here is C14H23N3O5Sr as an isolated structure in a non-equilibrium geometry from OMol25. Energies are from ωB97M-V/def2-TZVPD.

Geometry as XYZ:
```
46
Properties=species:S:1:pos:R:3:forces:R:3
C -0.9897 -2.4161 -3.7737 1.51 -1.42 2.91
C -1.6908 -1.2718 -4.1526 -0.98 2.48 1.06
H -1.4401 -3.2875 -3.1863 -0.17 0.95 -1.45
H 0.1428 -2.6295 -3.8062 -1.53 0.85 -0.60
C -2.1386 0.0321 -3.8236 0.24 -4.59 -4.21
C -2.2918 0.9130 -2.7932 5.59 -1.91 6.31
H -2.0222 0.3059 -1.8151 -2.02 1.03 -0.73
H -1.2564 1.3743 -2.6946 -1.62 1.62 -0.82
C -2.1194 -1.8474 -5.5126 -0.29 -0.90 -1.29
H -1.8214 -2.9032 -5.7401 0.02 0.48 0.27
H -1.7324 -1.2571 -6.3673 0.30 -0.30 0.64
H -3.2212 -1.8358 -5.6021 0.40 -0.17 0.39
C -2.7438 0.6459 -4.9895 -1.42 1.94 -2.19
H -3.7173 0.1970 -5.2413 0.20 0.07 0.06
H -2.1424 0.6734 -5.9059 -0.03 -0.14 0.22
H -2.9759 1.6904 -4.7481 -0.06 -0.10 -0.24
Sr -0.7693 0.4840 3.0717 0.28 -0.47 -0.39
O 0.4199 -0.5981 1.2007 0.83 1.07 0.18
C 1.1252 -0.3474 0.1356 -2.93 -2.80 1.19
O 0.8163 2.0132 2.1610 0.59 -0.66 -1.58
C 1.4200 1.9609 1.0773 0.60 0.30 -0.21
O 2.3001 2.9333 0.8032 -1.07 -0.66 -0.06
N 1.3678 1.0514 -0.0334 0.22 0.25 1.53
C 2.7803 2.8210 -0.5571 0.86 0.32 0.43
C 1.9864 1.7138 -1.1723 -0.79 -0.53 -0.68
H 3.8345 2.5709 -0.5247 0.19 0.15 0.16
H 2.6438 3.7923 -1.0176 -0.02 -0.01 -0.11
H 2.5737 0.9842 -1.6997 0.42 -0.13 -0.36
H 1.2298 2.1283 -1.8542 0.01 -0.32 0.18
C 1.2880 -1.5199 -0.7596 0.95 6.27 -0.89
C 0.2247 -2.4130 -0.6467 -5.39 -2.64 -2.75
H 1.0039 -0.9099 -1.7148 1.53 -1.21 0.15
H -0.8779 -1.9921 -0.9132 1.65 -0.12 1.45
H 0.0256 -3.4484 -1.1577 1.80 1.37 1.33
C -0.0965 1.0198 8.0283 -0.03 0.05 0.31
O 0.9039 0.2023 7.3311 -0.72 0.07 -1.36
C 0.6326 0.0545 6.0337 0.26 0.20 0.33
O -0.3904 0.5096 5.4928 0.63 -0.29 0.01
N 1.6275 -0.5837 5.3274 -1.23 0.22 -0.79
N 1.3116 -0.8813 3.9220 1.24 -0.40 1.48
H 0.2591 1.0822 9.0575 -0.05 -0.07 -0.25
H -1.0831 0.5431 7.9849 0.39 0.04 0.01
H -0.1542 2.0201 7.5826 0.15 -0.35 0.08
H 2.2474 -1.1884 5.8431 0.24 -0.02 -0.08
H 2.0732 -0.4890 3.3522 -0.31 0.04 0.33
H 1.4364 -1.8972 3.7982 -0.42 0.45 0.03
```
Positions in Å, forces in eV/Å.

Results
Charge   +2
Max |F|   8.64 eV/Å
Kohn-Sham gap (spin up / spin down)   5.39 / 4.69 eV
ΔE to the lowest compared entry with this formula, charge and spin   169.6 kcal per mole